19
Properties=species:S:1:pos:R:3:mulliken_charge:R:1 method="wB97M-V/def2-TZVPD" charge=0 homo_ha="-0.295 / -0.264" homo_lumo_gap_ha="0.2732 / 0.2842"
C -1.68512 2.37447 -0.64047 -0.659
C 1.66977 -0.77605 1.34049 -1.091
C -2.21126 1.07068 -0.19665 -0.792
C 1.90889 -0.93438 -0.15469 -0.468
Si 0.30665 -1.37296 -1.07566 0.389
S 0.73472 -1.54335 -3.19115 -0.330
S -0.51037 -3.28921 -0.43143 -0.338
H -2.23038 3.19010 -0.14474 0.304
H -0.63548 2.49684 -0.36983 0.211
H -1.79172 2.50320 -1.71437 0.263
H 1.31134 -1.71123 1.76720 0.285
H 2.58803 -0.50202 1.85439 0.346
H 0.92621 -0.00583 1.52833 0.262
H -2.96469 0.56787 -0.77049 0.350
H -2.08859 0.77881 0.83003 0.344
H 2.65932 -1.71192 -0.32546 0.351
H 2.31068 -0.00899 -0.56781 0.364
H -0.31772 -2.30642 -3.45617 0.110
H -0.65255 -2.92065 0.83207 0.098


7
Properties=species:S:1:pos:R:3:mulliken_charge:R:1 method="wB97M-V/def2-TZVPD" charge=+1 homo_ha="-0.511 / -0.511" homo_lumo_gap_ha="0.1461 / 0.1455"
N 0.29792 0.01199 -0.71712 -0.131
P 4.09266 0.02969 0.27304 0.677
Cl 5.00993 -0.85279 1.81302 -0.054
Cl 4.80678 -1.04637 -1.29859 -0.054
Cl 4.73490 1.84184 0.09817 -0.010
H -0.08572 -0.50027 -1.38302 0.267
H -0.11506 -0.10882 0.17820 0.306


12
Properties=species:S:1:pos:R:3:mulliken_charge:R:1 method="wB97M-V/def2-TZVPD" charge=0 homo_ha=-0.339 homo_lumo_gap_ha=0.2755
C 0.67139 0.02828 -0.01566 -0.026
C -0.59267 0.25980 -0.80359 -0.813
C 0.63164 -0.53197 1.29522 -0.247
O 3.56424 0.96998 0.06902 -0.472
O 2.51528 1.82948 -2.07022 -0.453
S 2.40366 1.59675 -0.62598 0.695
Cl -0.86000 -0.55041 2.28187 -0.201
H -0.62382 1.34891 -0.88194 0.303
H -1.57938 -0.13420 -0.23850 0.295
H -0.62465 -0.25638 -1.82331 0.291
H 1.02270 -1.51902 1.24859 0.344
H 1.28719 0.14787 1.90247 0.284


86
Properties=species:S:1:pos:R:3:mulliken_charge:R:1 method="wB97M-V/def2-TZVPD" charge=+2 s_squared=6.029 spin_multiplicity=5 homo_ha="-0.439 / -0.472" homo_lumo_gap_ha="0.2325 / 0.1104"
Pt 0.15389 0.01150 -0.08876 1.274
C 7.55000 -0.32898 -1.45005 -0.426
C 6.80312 -0.11398 -2.54233 -0.399
C 6.68879 -0.99195 -3.75676 -0.478
C 6.99451 -2.49506 -3.54718 -1.073
C 6.18817 -3.18050 -2.47894 -0.144
C 6.48382 -3.26592 -1.17692 -0.496
C 7.68693 -2.71136 -0.46770 -0.665
C 8.40962 -1.52576 -1.15318 -0.944
C -1.35805 -1.07852 0.84593 -1.846
H 7.63898 0.47353 -0.70423 0.384
H 6.29443 0.85098 -2.64923 0.515
H 7.37612 -0.63337 -4.54527 0.371
H 5.67211 -0.88184 -4.16964 0.253
H 6.77998 -2.99983 -4.50330 0.438
H 8.07062 -2.61500 -3.38030 0.315
H 5.32506 -3.74107 -2.86592 0.491
H 5.86081 -3.89547 -0.52987 0.485
H 8.43935 -3.50940 -0.32872 0.342
H 7.38015 -2.40897 0.54748 0.312
H 9.20292 -1.19825 -0.46167 0.441
H 8.92384 -1.89153 -2.04886 0.330
H -1.32662 -0.75062 1.89204 0.471
H -1.23293 -2.16191 0.75478 0.619
H -2.29148 -0.76033 0.37488 0.529
P 1.88235 1.02680 -1.11110 0.804
P 1.14608 -1.97482 -0.44443 0.656
C 2.91092 -0.31623 -1.72228 -1.241
C 2.51761 -1.60273 -1.53868 -1.025
C 1.53520 2.11851 -2.51504 0.291
C 2.42213 2.15684 -3.60247 -0.367
C 2.15663 2.99394 -4.68956 -0.616
C 0.98397 3.76157 -4.72383 -0.648
C 0.08088 3.70061 -3.65329 -0.722
C 0.37471 2.91106 -2.54075 -0.294
C 2.93856 1.98353 0.02464 0.639
C 3.25088 1.43806 1.28239 -0.470
C 3.99549 2.18423 2.19687 -0.768
C 4.50452 3.43659 1.83637 -0.681
C 4.23329 3.95693 0.56693 -0.705
C 3.43233 3.24962 -0.32782 -0.592
C 0.16894 -3.27801 -1.28047 0.759
C -0.66556 -2.88973 -2.34448 -0.427
C -1.36672 -3.86209 -3.06355 -0.707
C -1.27120 -5.21224 -2.70606 -0.567
C -0.45981 -5.59222 -1.63241 -0.654
C 0.25638 -4.63432 -0.91470 -0.309
C 1.82274 -2.76701 1.04993 0.589
C 1.14243 -2.72564 2.27793 -0.318
C 1.66986 -3.40504 3.37863 -0.755
C 2.89955 -4.06583 3.27684 -0.633
C 3.59933 -4.06637 2.06246 -0.450
C 3.06463 -3.41805 0.95058 -0.287
H 3.85456 -0.06739 -2.20981 0.692
H 3.00738 -2.45985 -2.00503 0.908
H 3.31397 1.53064 -3.58949 0.329
H 2.87010 3.04768 -5.51406 0.443
H 0.76422 4.39108 -5.59023 0.399
H -0.84812 4.27584 -3.68463 0.444
H -0.30538 2.90379 -1.68963 0.366
H 2.89580 0.43903 1.54182 0.499
H 4.18278 1.78172 3.19356 0.479
H 5.08812 4.01545 2.55151 0.445
H 4.63878 4.92746 0.27161 0.451
H 3.18501 3.67141 -1.30290 0.431
H -0.76057 -1.82921 -2.59953 0.267
H -1.98963 -3.56290 -3.90590 0.436
H -1.84770 -5.96537 -3.24420 0.409
H -0.38181 -6.64249 -1.34436 0.425
H 0.88577 -4.92727 -0.07019 0.390
H 0.20341 -2.17584 2.36550 0.302
H 1.11978 -3.42073 4.32196 0.433
H 3.33018 -4.56154 4.14743 0.416
H 4.56224 -4.57393 1.97280 0.470
H 3.59693 -3.40909 -0.00224 0.165
Cl -2.57044 0.94037 -1.77799 -0.038
C -2.21162 1.92674 -0.40996 0.758
C -1.12689 1.61244 0.40507 -1.441
C -0.92773 2.32517 1.58061 0.832
Cl 0.21375 1.75661 2.72916 -0.022
C -1.67642 3.49498 1.85082 0.280
Cl -1.25978 4.48662 3.17569 -0.123
C -2.74407 3.85621 0.99453 0.162
Cl -3.67639 5.25126 1.31362 -0.039
C -3.02327 3.05427 -0.13460 0.523
Cl -4.29605 3.46650 -1.19918 -0.091


79
Properties=species:S:1:pos:R:3:mulliken_charge:R:1 method="wB97M-V/def2-TZVPD" charge=+3 s_squared=4.152 spin_multiplicity=4 homo_ha="-0.578 / -0.575" homo_lumo_gap_ha="0.1904 / 0.1674"
Re 1.25981 0.57778 -0.14326 0.088
O 3.67673 -0.02046 5.51225 -0.487
C 3.02260 0.06966 4.37409 0.756
C 1.62944 -0.01732 4.25249 -0.779
C 1.05071 0.08258 3.01196 -0.637
N 1.78186 0.28414 1.89165 0.623
C 3.12128 0.34839 2.03996 0.043
Br 3.98197 0.53761 0.35279 -0.067
C 3.80351 0.25382 3.21458 -0.648
H 3.09860 -0.16876 6.27473 0.348
H 1.00390 -0.18648 5.11717 0.447
H -0.01629 -0.00905 2.88178 0.366
H 4.88058 0.30080 3.27332 0.601
Cl 2.42980 6.39286 -3.97083 -0.112
C 2.09497 4.83209 -3.42778 0.676
C 1.82201 3.83168 -4.35618 -0.526
C 1.54826 2.52429 -3.97545 -0.361
I 1.18721 1.07716 -5.36815 0.295
C 1.54590 2.19883 -2.58938 0.234
O 1.33189 1.01518 -2.15523 -0.444
C 1.82365 3.24613 -1.61571 0.569
N 1.81757 2.85025 -0.32791 0.292
C 2.10841 3.74481 0.60357 -0.151
C 2.40249 5.07721 0.30393 -1.237
C 2.39974 5.49478 -1.00780 -0.784
C 2.10636 4.55528 -2.01178 -0.093
H 1.83521 4.09638 -5.40415 0.490
H 2.10836 3.39547 1.62941 0.553
H 2.63151 5.76388 1.10504 0.463
H 2.62290 6.52139 -1.26051 0.501
C -5.19502 -0.01068 -2.69875 -0.389
C -4.26154 -0.91048 -3.21486 -0.878
C -2.99384 -0.92565 -2.69330 -0.401
C -2.64123 -0.06890 -1.60601 0.792
C -3.61268 0.85780 -1.11927 -0.006
C -4.86641 0.88303 -1.66986 -1.034
C -1.33751 -0.21108 -1.11541 0.832
C -0.69813 0.41856 -0.00061 1.203
C -1.44951 0.90434 1.15652 -1.001
C -1.17055 2.15604 1.71940 0.420
C -1.82307 2.57099 2.86705 -0.964
C -2.73881 1.72894 3.48665 -0.702
C -3.01884 0.48059 2.94348 -1.101
C -2.39360 0.07349 1.77730 0.245
H -6.19597 0.00528 -3.10854 0.448
H -4.53977 -1.57672 -4.01834 0.494
H -2.24287 -1.60324 -3.08144 0.411
H -3.35258 1.54825 -0.33261 0.636
H -5.60687 1.58678 -1.31910 0.484
H -0.71801 -0.88431 -1.70591 -0.906
H -0.47204 2.82049 1.22651 0.478
H -1.62895 3.55198 3.27871 0.509
H -3.24315 2.05032 4.38675 0.473
H -3.72976 -0.17464 3.42514 0.509
H -2.60269 -0.90396 1.36810 0.495
Ge 1.49624 -2.02331 -0.16287 1.636
C 0.39242 -2.76602 1.25950 0.217
C 0.96720 -3.05326 2.49768 -0.772
C 0.21762 -3.61552 3.51988 -0.705
C -1.12176 -3.91542 3.31302 -0.613
C -1.70295 -3.66074 2.07756 -0.596
C -0.94853 -3.09415 1.06259 -0.146
C 1.04551 -2.87650 -1.84494 0.093
C 0.85226 -4.25826 -1.81435 -0.716
C 0.53242 -4.95535 -2.96814 -0.699
C 0.38246 -4.27584 -4.16935 -0.575
C 0.56857 -2.90232 -4.21154 -0.469
C 0.89944 -2.20900 -3.05791 0.744
H 2.95660 -2.26632 0.26828 -0.158
H 2.02459 -2.86928 2.66106 0.448
H 0.68379 -3.85320 4.46629 0.516
H -1.70066 -4.38321 4.09778 0.467
H -2.73466 -3.93318 1.90095 0.495
H -1.40801 -2.95542 0.08920 0.570
H 0.95463 -4.80596 -0.88428 0.460
H 0.40206 -6.02772 -2.93374 0.438
H 0.12657 -4.81830 -5.06953 0.428
H 0.46730 -2.37764 -5.15252 0.304
H 1.06936 -1.14167 -3.12082 -0.432


50
Properties=species:S:1:pos:R:3:mulliken_charge:R:1 method="wB97M-V/def2-TZVPD" charge=0 smiles="CCCC(=O)Nc1cccc(NC(=S)NC(=O)[C@H](C)Oc2ccc(Cl)cc2Cl)c1" homo_ha=-0.309 homo_lumo_gap_ha=0.3133
C 5.70807 -5.57575 3.48228 -1.298
C 4.85207 -4.44160 4.02891 -0.297
C 4.03758 -3.76837 2.92772 -0.692
C 3.19298 -2.62757 3.47535 0.515
O 3.15382 -2.32574 4.64374 -0.643
N 2.49029 -1.99264 2.48614 -0.069
C 1.63966 -0.88829 2.57962 0.319
C 1.33247 -0.26646 3.78806 -0.514
C 0.48756 0.82704 3.79096 -0.993
C -0.06025 1.32705 2.62292 -0.701
C 0.24563 0.71155 1.41373 0.744
C 1.08844 -0.39792 1.40159 -0.382
H 1.31938 -0.87683 0.45871 0.366
N -0.23904 1.12040 0.17065 -0.058
C -0.91039 2.21460 -0.20594 0.276
S -1.45917 3.47156 0.70238 -0.452
N -1.17307 2.30463 -1.57873 -0.052
C -0.88874 1.42345 -2.56538 0.509
O -0.31301 0.36090 -2.40901 -0.771
C -1.31821 1.91066 -3.95205 0.360
C -0.13319 2.63749 -4.58991 -1.590
H 0.72055 1.96855 -4.64651 0.403
H -0.40393 2.96424 -5.58981 0.425
H 0.12861 3.51068 -3.99751 0.359
O -2.38722 2.83174 -3.89434 -0.512
C -3.63336 2.38820 -3.56557 0.330
C -3.94690 1.10005 -3.15140 -0.206
C -5.25177 0.75755 -2.83662 -0.958
C -6.25461 1.70637 -2.92866 0.380
C -5.96593 3.00304 -3.33005 -0.630
C -4.66310 3.33568 -3.64468 0.506
Cl -4.27681 4.93782 -4.14136 -0.200
H -6.74382 3.74584 -3.39730 0.438
Cl -7.87933 1.28379 -2.53943 -0.214
H -5.48221 -0.24584 -2.51743 0.416
H -3.17819 0.34853 -3.06436 0.364
H -1.58425 1.03522 -4.56010 0.408
H -1.66031 3.15714 -1.84119 0.267
H -0.00361 0.49194 -0.60359 0.190
H -0.71381 2.18048 2.65303 0.243
H 0.24840 1.30526 4.72817 0.374
H 1.75555 -0.64119 4.70380 0.536
H 2.61469 -2.34494 1.54667 0.218
H 4.70651 -3.37250 2.15836 0.327
H 3.37476 -4.49807 2.45402 0.316
H 4.16983 -4.82200 4.79032 0.313
H 5.48610 -3.69289 4.50606 0.316
H 5.08566 -6.33926 3.01977 0.324
H 6.27872 -6.03913 4.28279 0.370
H 6.40691 -5.20445 2.73518 0.323


13
Properties=species:S:1:pos:R:3:mulliken_charge:R:1 method="wB97M-V/def2-TZVPD" charge=+1 homo_ha=-0.534 homo_lumo_gap_ha=0.3587
C 1.10121 0.98734 0.03954 0.318
C 1.05821 -0.25278 -0.72032 -0.346
C -0.31740 -0.83018 -0.28392 -0.018
N -1.08338 0.37846 -0.20477 -0.332
N 1.52184 1.86018 0.72670 -0.081
N -2.27976 0.27353 -0.09427 0.677
N -3.36713 0.27338 -0.12371 -0.506
O -0.30111 -1.59110 0.85288 -0.497
H 1.76699 -0.96048 -0.26041 0.307
H 1.18770 -0.22752 -1.78149 0.401
H -0.74256 -1.46637 -1.14053 0.431
H 1.66349 2.66067 1.29531 0.303
H -0.20810 -1.10512 1.69500 0.345


The following ΔE to the lowest compared entry with this formula, charge and spin values (in kcal per mole) correspond, in order, to the records above: 77.40 148.99 85.15 0.00 21.37 0.00 71.69.
The following total energy values (in Ha) correspond, in order, to the records above: -1245.4099 -1777.4518 -1126.0189 -4686.7209 -7288.3750 -2483.3596 -411.1888.